No. 1
Formula: C32H31N2O2
Source: the Open Molecules 2025 dataset
Level of theory: ωB97M-V/def2-TZVPD

Energy relative to the best compared isomer or geometry (same formula, charge and spin) = 0.00 kcal/mol
LUMO level = -0.106 Ha
Highest occupied orbital energy = -9.9 eV
E_tot = -1497.75162 Eh
Total charge = +1
Spin multiplicity = 1

Cartesian coordinates (Å):
O -2.132 -0.588 6.236
O -2.253 -4.598 -2.854
N 1.088 1.601 -2.064
N 2.070 -0.014 -0.951
C 2.585 0.002 -5.025
C 1.694 0.865 -4.359
C -2.775 -3.927 -4.067
C 1.156 2.500 1.405
C 0.266 2.766 -2.358
C -1.500 -0.242 0.668
C -1.367 -3.873 -0.711
C 3.257 -1.010 -4.316
C -1.732 0.625 4.285
C -2.182 -2.314 -2.418
C -2.206 -1.629 2.743
C 2.109 -0.383 -2.307
C -1.841 0.790 6.652
C -2.081 -1.253 -1.518
C 1.863 2.209 0.219
C -1.895 -0.396 2.123
C -2.719 -2.413 -3.806
C 3.062 2.877 -0.085
C -2.025 -0.626 4.881
C 2.829 4.214 1.886
C -2.217 -1.785 4.116
C -1.189 -2.775 0.127
C -1.565 1.626 5.377
C -1.704 0.750 2.907
C 3.045 -1.192 -2.936
C 2.551 -0.852 0.129
C -1.896 -3.621 -1.977
C 1.561 1.241 -0.839
C 1.458 0.633 -3.011
C -1.574 -1.464 -0.240
C 3.548 3.879 0.735
C 1.653 3.529 2.218
H -2.346 -2.748 4.607
H -2.710 1.166 7.214
H -0.550 2.061 5.414
H -2.431 -2.507 2.133
H 3.302 -1.508 -0.303
H -1.090 -4.897 -0.458
H -3.792 -4.303 -4.243
H 1.201 1.715 -4.841
H -2.427 -0.265 -1.810
H 1.744 -1.493 0.510
H 2.972 -0.283 0.970
H 3.957 -1.660 -4.851
H -1.505 1.725 2.447
H 4.481 4.361 0.446
H 3.613 2.581 -0.981
H -2.085 -1.929 -4.559
H -2.031 0.625 0.200
H -0.801 -2.972 1.137
H -3.703 -1.942 -3.869
H 0.512 3.636 -1.722
H 0.363 3.018 -3.423
H 1.127 3.800 3.134
H -0.957 0.750 7.309
H 3.226 5.011 2.520
H -0.793 2.502 -2.195
H 0.280 1.930 1.699
H 2.752 0.136 -6.101
H 3.602 -1.934 -2.365
H -0.451 0.049 0.766
H -2.126 -4.236 -4.899
H -2.276 2.459 5.249

***

No. 2
Formula: C32H31N3O3PS2SeV
Source: the Open Molecules 2025 dataset
Level of theory: ωB97M-V/def2-TZVPD

Energy relative to the best compared isomer or geometry (same formula, charge and spin) = 0.00 kcal/mol
LUMO level (spin up / spin down) = -0.146 / -0.130 Ha
Expectation value of S² = 0.77
Highest occupied orbital energy (spin up / spin down) = -10.6 / -10.6 eV
E_tot = -6111.05392 Eh
Total charge = +1
Spin multiplicity = 2

Cartesian coordinates (Å):
Se 1.745 3.078 -4.067
V -0.185 1.256 -0.060
S 3.226 2.865 2.601
S 2.401 3.828 -0.070
P -0.200 -0.833 -1.392
O -0.354 -0.074 1.332
O -1.428 -2.224 2.507
O -1.619 2.104 0.011
N 1.210 1.108 2.473
N 1.208 1.828 1.276
N 0.754 1.966 -1.565
C 0.871 -1.335 5.837
C -2.662 3.095 0.065
C -0.657 -1.877 3.561
C 3.550 4.891 0.851
C -2.939 -3.805 -1.771
C 1.407 -0.956 -5.153
C -0.744 -2.698 4.684
C 2.149 2.740 1.255
C 2.099 -3.414 0.778
C 3.322 -2.760 0.797
C -1.802 -3.028 -1.907
C -2.734 -1.405 -0.384
C -3.972 -3.386 -0.940
C 0.367 0.132 2.429
C 2.424 -1.024 -0.598
C 1.145 2.403 -2.597
C -0.942 -0.121 -3.931
C -1.690 -1.829 -1.201
C -3.873 -2.188 -0.252
C 1.032 -2.881 0.070
C -0.779 0.037 -5.296
C 0.963 -0.520 4.733
C 3.486 -1.565 0.109
C 0.397 -0.380 -5.907
C -2.738 3.772 -1.287
C 4.364 4.005 1.766
C 0.204 -0.767 3.579
C -3.943 2.403 0.475
C 1.195 -1.689 -0.630
C 0.008 -2.430 5.807
C 1.251 -1.117 -3.782
C 0.074 -0.700 -3.170
H -4.733 3.144 0.603
H 0.073 -3.384 0.080
H -1.775 4.204 -1.560
H -1.864 0.199 -3.457
H -3.022 -4.736 -2.315
H 1.462 -1.127 6.718
H -2.348 3.804 0.832
H 2.321 -1.285 -5.629
H -4.257 1.697 -0.295
H 0.525 -0.253 -6.973
H 5.101 3.424 1.212
H -3.814 1.875 1.420
H 4.438 -1.052 0.127
H -3.035 3.054 -2.053
H 4.871 4.584 2.537
H -4.678 -1.860 0.393
H 4.149 -3.179 1.355
H -2.664 -0.467 0.154
H 2.973 5.626 1.410
H -0.075 -3.078 6.669
H 2.552 -0.085 -1.127
H 1.970 -4.340 1.322
H -1.418 -3.544 4.643
H 2.038 -1.581 -3.204
H -1.568 0.486 -5.884
H -1.002 -3.348 -2.565
H -1.270 -1.590 1.790
H 1.626 0.333 4.734
H -3.479 4.570 -1.257
H -4.859 -3.996 -0.835
H 4.171 5.402 0.116

***

No. 3
Formula: C32H31N5O3PPtSe2
Source: the Open Molecules 2025 dataset
Level of theory: ωB97M-V/def2-TZVPD

Energy relative to the best compared isomer or geometry (same formula, charge and spin) = 0.00 kcal/mol
LUMO level (spin up / spin down) = -0.095 / -0.152 Ha
Expectation value of S² = 2.01
Highest occupied orbital energy (spin up / spin down) = -10.2 / -10.8 eV
E_tot = -7000.88387 Eh
Total charge = +1
Spin multiplicity = 3

Cartesian coordinates (Å):
Pt 12.081 12.681 12.586
Se 12.681 11.930 15.054
Se 14.345 11.788 12.101
P 14.646 11.854 14.258
O 8.525 9.500 7.762
O 6.658 12.580 9.239
O 12.354 15.886 16.759
N 13.346 17.421 15.318
N 12.734 14.814 12.719
N 7.839 10.704 9.683
N 10.076 13.188 12.280
N 13.223 17.825 17.597
C 16.594 8.217 14.348
C 14.907 19.535 17.096
C 16.159 9.499 13.889
C 14.096 17.129 13.061
C 7.452 9.903 8.537
C 16.885 15.288 14.067
C 12.695 20.096 17.951
C 15.048 9.764 15.984
C 15.443 10.266 14.738
C 8.117 12.730 11.007
C 12.893 16.961 16.598
C 14.026 16.528 11.845
C 15.177 20.903 16.957
C 16.187 7.703 15.563
C 15.887 15.201 16.273
C 8.047 14.477 12.693
C 14.276 21.846 17.483
C 13.285 16.681 14.138
C 7.503 11.978 9.883
C 15.383 8.481 16.367
C 16.351 14.010 13.834
C 16.579 15.870 15.268
C 15.352 13.933 16.004
C 12.643 15.488 13.882
C 13.379 15.337 11.701
C 7.384 13.694 11.748
C 9.349 14.144 12.913
C 13.643 19.195 17.595
C 15.554 13.318 14.771
C 13.018 21.447 17.957
C 14.618 23.274 17.535
C 9.444 12.537 11.325
H 15.606 15.725 17.189
H 13.623 18.396 15.353
H 7.587 15.308 13.300
H 12.278 22.160 18.390
H 16.438 9.853 12.939
H 8.334 10.153 10.374
H 11.998 14.987 14.617
H 14.482 10.382 16.672
H 10.101 11.916 10.750
H 14.740 23.702 16.518
H 11.686 19.721 18.258
H 15.623 18.758 16.739
H 14.814 17.979 13.058
H 8.784 10.247 7.169
H 12.780 17.573 18.456
H 13.818 23.894 17.945
H 14.609 16.932 11.008
H 16.409 13.596 12.851
H 17.338 15.795 13.238
H 13.315 14.747 10.793
H 9.924 14.629 13.672
H 15.479 23.490 18.126
H 16.070 21.205 16.442
H 14.732 13.406 16.682
H 14.931 8.132 17.306
H 16.918 16.916 15.402
H 17.209 7.628 13.664
H 6.292 13.755 11.535
H 16.449 6.708 16.014
H 6.700 10.459 8.033
H 7.100 8.958 8.938

***

No. 4
Formula: C32H31N9O2S2V
Source: the Open Molecules 2025 dataset
Level of theory: ωB97M-V/def2-TZVPD

Energy relative to the best compared isomer or geometry (same formula, charge and spin) = 30.01 kcal/mol
LUMO level (spin up / spin down) = -0.004 / -0.017 Ha
Expectation value of S² = 3.77
Highest occupied orbital energy (spin up / spin down) = -6.8 / -7.5 eV
E_tot = -3621.78215 Eh
Total charge = 0
Spin multiplicity = 4

Cartesian coordinates (Å):
V 0.370 -0.737 -0.545
S 2.831 -0.197 -0.048
S 1.022 -3.135 -0.927
O -1.659 2.376 -4.651
O -1.379 -1.113 -1.400
N -0.556 1.636 -2.630
N 2.185 0.040 2.513
N -1.771 -1.175 -4.844
N 3.140 1.905 1.564
N -0.129 1.010 0.461
N -0.212 -1.482 1.182
N -0.170 -2.820 1.555
N -0.989 -1.254 -3.694
N 0.455 -4.888 0.985
C -1.709 -2.252 5.353
C -3.020 -1.819 5.521
C 1.378 -0.830 -3.183
C 3.349 2.425 3.979
C 2.822 4.653 4.747
C -0.946 3.092 2.091
C 2.741 0.628 1.457
C 3.067 -2.273 -4.112
C -1.178 1.783 2.461
C 3.037 2.801 2.676
C -1.101 2.003 -3.626
C -1.571 -1.108 3.228
C 0.393 -3.581 0.614
C 0.102 2.293 0.118
C -0.848 -0.682 1.993
C 0.396 -1.596 -3.798
C 2.713 -1.175 -3.343
C 0.741 -2.709 -4.547
C -0.290 3.355 0.901
C -1.177 -0.656 -6.086
C 2.651 4.108 2.407
C 3.227 3.353 5.009
C 2.076 -3.042 -4.711
C -0.995 -1.908 4.213
C -0.760 0.752 1.626
C -3.022 -0.842 -4.437
C 2.548 5.029 3.437
C -3.610 -1.035 4.542
C -2.887 -0.681 3.410
C -1.779 -1.055 -2.600
C -3.087 -0.827 -3.080
C -4.072 -0.500 -5.434
H -0.118 -5.171 1.762
H -1.241 -2.873 6.109
H -4.103 -1.220 -6.253
H -5.044 -0.485 -4.946
H -4.634 -0.699 4.654
H -0.218 -1.132 -6.256
H 3.342 2.316 0.667
H 3.476 -0.578 -2.862
H -0.042 -3.314 -4.989
H -1.061 0.426 -6.038
H 4.110 -2.536 -4.234
H -1.844 -0.935 -6.897
H -3.578 -2.100 6.406
H 2.244 6.045 3.214
H 1.803 0.592 3.267
H -0.099 4.367 0.565
H 0.014 -2.273 4.081
H 1.085 0.087 -2.668
H 0.591 2.439 -0.831
H 2.731 5.370 5.553
H -1.658 1.548 3.400
H 2.420 4.398 1.385
H 3.732 1.435 4.190
H 3.473 3.054 6.020
H 1.745 -0.849 2.319
H -3.945 -0.617 -2.462
H -1.268 3.902 2.736
H 0.654 -5.561 0.267
H -3.879 0.492 -5.850
H 2.343 -3.912 -5.298
H -3.362 -0.084 2.639

***

No. 5
Formula: C32H31NO2P2ReS2
Source: the Open Molecules 2025 dataset
Level of theory: ωB97M-V/def2-TZVPD

Energy relative to the best compared isomer or geometry (same formula, charge and spin) = 30.80 kcal/mol
LUMO level (spin up / spin down) = 0.096 / 0.096 Ha
Highest occupied orbital energy (spin up / spin down) = -2.0 / -2.2 eV
E_tot = -3000.73684 Eh
Total charge = -1
Spin multiplicity = 1

Cartesian coordinates (Å):
Re 0.647 -0.234 0.196
S 0.761 2.368 0.027
S 2.729 -0.060 -1.097
P 2.559 1.555 0.081
P -1.578 -0.304 -0.856
O 3.662 2.676 -0.350
O 3.161 1.222 1.512
N 0.061 -0.465 1.887
C -1.170 0.361 -2.526
C -3.805 0.069 0.710
C 0.232 -0.500 3.215
C 0.565 -2.270 -0.327
C -2.972 -4.046 -1.931
C -0.168 0.085 -4.711
C -3.334 0.225 -0.596
C -4.189 0.768 -1.548
C -0.617 -2.878 -0.897
C -0.317 1.441 -4.965
C -0.673 -4.262 -1.197
C 4.088 2.580 3.254
C -1.302 1.725 -2.788
C 4.795 4.084 -1.899
C -1.775 -2.093 -1.164
C -5.488 1.139 -1.208
C 1.594 -4.508 -0.450
C -0.468 0.404 4.054
C 3.614 3.167 -1.693
C 2.832 1.932 2.719
C -0.285 0.387 5.425
C -5.947 0.968 0.090
C -1.872 -4.819 -1.713
C 0.469 -5.074 -0.966
C 1.634 -3.124 -0.138
C 1.262 -1.423 5.222
C 1.102 -1.426 3.847
C 0.580 -0.520 6.039
C -2.918 -2.658 -1.657
C -0.591 -0.449 -3.500
C -5.101 0.427 1.051
C -0.884 2.262 -3.998
H -3.886 -4.485 -2.313
H 2.429 1.193 3.411
H 2.552 -2.719 0.275
H 5.731 3.544 -1.751
H 0.426 -6.131 -1.207
H 1.939 -2.143 5.671
H -3.142 -0.334 1.471
H -1.707 2.383 -2.027
H -6.142 1.557 -1.963
H 4.515 3.258 2.513
H -5.446 0.293 2.069
H 0.290 -0.562 -5.449
H -1.899 -5.884 -1.922
H -3.793 -2.047 -1.849
H 2.671 3.698 -1.850
H 4.787 4.491 -2.913
H 1.637 -2.134 3.224
H 3.640 2.324 -2.386
H -3.850 0.890 -2.570
H -0.451 -1.505 -3.304
H 4.837 1.828 3.506
H -0.830 1.101 6.034
H -1.137 1.120 3.590
H 0.718 -0.523 7.112
H 2.474 -5.118 -0.276
H 3.854 3.149 4.157
H -6.957 1.258 0.354
H 4.766 4.917 -1.194
H 0.016 1.859 -5.907
H 2.049 2.664 2.518
H -0.986 3.325 -4.178

***

No. 6
Formula: C32H32As2BN4Zn
Source: the Open Molecules 2025 dataset
Level of theory: ωB97M-V/def2-TZVPD

Energy relative to the best compared isomer or geometry (same formula, charge and spin) = 0.00 kcal/mol
LUMO level = -0.072 Ha
Highest occupied orbital energy = -11.4 eV
E_tot = -7733.23308 Eh
Total charge = +1
Spin multiplicity = 1

Cartesian coordinates (Å):
As -2.068 0.297 0.311
As 1.350 0.635 0.534
Zn -0.171 -1.035 -0.508
N 1.228 -3.464 -0.192
N 0.363 -1.426 -2.378
N 0.073 -2.885 0.195
N 1.361 -2.337 -2.471
C -3.837 3.620 -1.539
C -1.200 1.215 1.813
C 0.096 1.901 1.364
C -3.613 2.545 -0.693
C 2.447 1.753 -0.572
C -0.031 -1.129 -3.619
C -2.488 1.747 -0.876
C -3.913 -0.570 2.367
C 3.923 -0.964 4.114
C -3.736 -0.350 1.006
C 3.737 0.447 2.174
C 3.680 2.061 -2.611
C 1.593 -2.596 -3.760
C -1.814 3.111 -2.742
C 4.000 3.352 -2.220
C 2.769 3.051 -0.178
C -6.135 -1.383 1.939
C 2.431 0.011 1.992
C 1.444 -4.553 0.546
C 0.727 -1.844 -4.538
C -2.938 3.904 -2.560
C -1.592 2.028 -1.903
C 3.545 3.848 -1.004
C -0.434 -3.623 1.191
C 2.902 1.257 -1.788
C -4.758 -0.653 0.109
C -5.115 -1.087 2.830
C 4.481 -0.043 3.238
C 0.403 -4.697 1.453
C -5.957 -1.166 0.579
C 1.875 -0.926 2.859
C 2.621 -1.407 3.924
B 2.182 -2.786 -1.224
H -1.385 -3.364 1.630
H 2.316 -5.161 0.374
H 4.607 3.976 -2.862
H -0.838 -0.432 -3.783
H 0.654 -1.828 -5.610
H 2.995 -3.596 -1.574
H -0.112 2.660 0.607
H 0.873 -1.309 2.694
H 2.360 -3.299 -4.039
H 4.036 1.674 -3.556
H -1.903 1.942 2.221
H 4.508 -1.345 4.940
H -3.117 4.745 -3.216
H 4.180 1.160 1.489
H -0.713 1.408 -2.058
H 2.684 -1.809 -0.709
H 0.267 -5.483 2.175
H 2.191 -2.138 4.597
H 5.500 0.293 3.380
H -1.114 3.330 -3.537
H -4.713 4.239 -1.401
H 3.797 4.855 -0.699
H -4.627 -0.484 -0.953
H 0.578 2.392 2.209
H -6.752 -1.397 -0.117
H 2.659 0.245 -2.091
H -4.319 2.329 0.101
H -5.255 -1.253 3.890
H -1.010 0.464 2.584
H -3.130 -0.337 3.078
H -7.071 -1.784 2.303
H 2.421 3.444 0.769